C5H20AgClN6O5 | ωB97M-V/def2-TZVPD

Each line ends with the natural charge from an NBO analysis.
Geometry (Å):
Ag  -4.841831  0.927630  -0.330604  0.987
Cl  -1.435021  -0.569100  -0.346854  0.005
O  -2.079881  -4.528320  -1.869894  -0.702
O  1.763109  1.858860  4.869846  -0.682
O  -3.343911  4.116050  -0.163804  -0.750
O  2.532059  1.273500  -2.030444  -0.713
O  3.956709  -5.518900  -0.472194  -0.655
N  1.837079  -5.627520  -1.207584  -0.819
N  -1.209721  4.417390  -0.082814  -0.805
N  -0.297211  1.912700  3.984346  -0.813
N  2.308639  -4.059730  0.057746  -0.837
N  1.092099  0.536960  3.163666  -0.824
N  -2.470651  6.120970  0.444456  -0.818
C  2.911769  2.616970  -1.597054  -0.257
C  0.863899  1.394190  4.095596  0.734
C  -2.412381  4.859120  0.062616  0.763
C  -2.838381  -4.567590  -3.034504  -0.254
C  2.787729  -5.144650  -0.501454  0.743
H  2.944869  -3.580020  0.678376  0.404
H  -0.447171  4.957570  0.300356  0.392
H  -3.029751  -5.600100  -3.326774  0.200
H  -0.947091  1.652130  3.256426  0.371
H  2.729779  2.762640  -0.532264  0.160
H  0.332099  0.160200  2.615456  0.371
H  -2.092191  -3.588470  -1.674624  0.447
H  -3.414881  6.446340  0.594996  0.416
H  1.990089  -6.610210  -1.383684  0.411
H  1.347059  -3.771660  -0.054014  0.369
H  -1.043381  3.489690  -0.445854  0.399
H  -1.662151  6.685200  0.663696  0.409
H  3.946939  2.880180  -1.814404  0.204
H  2.280669  3.338660  -2.115674  0.159
H  -0.482101  2.664820  4.632586  0.419
H  1.721729  1.061440  -1.561404  0.446
H  0.949139  -5.147110  -1.237094  0.383
H  -2.469871  -3.936810  -3.843464  0.166
H  2.074739  0.345240  3.030336  0.425
H  -3.852611  -4.228270  -2.824024  0.146

Atoms 1-6, force components in eV/Å:
0.3 0.5 0.0
-0.2 0.0 0.0
0.7 0.5 0.5
-2.2 -1.5 -1.5
-2.7 -1.0 -0.3
0.7 1.0 0.4

Computed properties:
- HOMO level (alpha / beta): -0.41508 / -0.41503 hartree
- LUMO (alpha / beta): -7.258 / -8.860 eV
- Energy relative to the best compared isomer or geometry (same formula, charge and spin): 486.41 kJ/mol
- 2S+1: 2
- Total charge: +1
- <S²>: 0.752